# C18H32N3O12

A 4-piece molecular cluster, C18H32N3O12 overall (wB97M-V/def2-TZVPD, the Open Molecules 2025 dataset).

The geometry in ORCA input format:
```
! RIJCOSX wB97M-V def2-TZVPD def2/J DEFGRID3
* xyz 1 1
C -0.736 -1.518 -1.581
C -1.429 -0.922 -2.803
O -1.135 0.466 -3.029
C -1.205 1.300 -1.897
C -2.563 1.331 -1.178
N -3.721 1.183 -2.090
C -5.009 1.242 -1.355
C -6.179 0.855 -2.241
C -6.118 -0.626 -2.668
C -6.508 -0.836 -4.106
O -7.483 -1.431 -4.469
O -5.591 -0.321 -5.012
C -3.625 2.094 -3.151
N -3.381 1.663 -4.432
N -3.772 3.377 -2.959
H -0.410 -2.536 -1.791
H 0.127 -0.930 -1.280
H -1.430 -1.598 -0.744
H -2.513 -1.064 -2.741
H -1.100 -1.429 -3.711
H -0.971 2.307 -2.256
H -0.436 1.060 -1.157
H -2.624 2.296 -0.651
H -2.624 0.560 -0.411
H -4.910 0.548 -0.518
H -5.155 2.234 -0.902
H -7.110 1.032 -1.702
H -6.222 1.515 -3.116
H -5.124 -1.043 -2.499
H -6.826 -1.211 -2.083
H -5.950 0.455 -5.461
H -2.381 1.689 -4.650
H -3.633 0.674 -4.468
H -3.677 4.008 -3.743
H -4.006 3.733 -2.044
C 3.011 -0.397 2.231
C 1.904 0.628 2.302
O 0.866 -0.003 1.528
C 1.082 -1.344 1.554
O 0.301 -2.146 1.146
O 2.283 -1.624 2.079
H 3.622 -0.442 3.129
H 3.651 -0.257 1.360
H 1.537 0.780 3.319
H 2.186 1.583 1.869
C 4.361 -4.916 3.443
C 4.681 -5.210 4.898
O 5.135 -3.935 5.370
C 4.618 -2.978 4.574
O 4.672 -1.808 4.790
O 4.031 -3.523 3.490
H 3.521 -5.484 3.055
H 5.224 -5.049 2.790
H 3.798 -5.498 5.469
H 5.459 -5.955 5.034
C 5.783 2.907 3.512
C 6.934 2.860 2.524
O 6.329 2.222 1.390
C 4.999 2.417 1.449
O 4.235 2.148 0.576
O 4.642 2.948 2.639
H 5.791 3.784 4.153
H 5.721 2.007 4.125
H 7.271 3.853 2.225
H 7.782 2.276 2.869
*
```

Summary:
- Highest occupied orbital energy: -12.57 eV
- Lowest unoccupied orbital energy: -3.726 eV
- Energy: -1772.01996 hartree

# C18H32NPPtSi

C18H32NPPtSi as an isolated structure (wB97M-V/def2-TZVPD, the Open Molecules 2025 dataset).

The geometry in ORCA input format:
```
! RIJCOSX wB97M-V def2-TZVPD def2/J DEFGRID3
* xyz 0 3
C -0.418 -4.057 -2.740
C 0.632 -3.972 -1.819
C 0.819 -2.814 -1.038
C -0.085 -1.744 -1.117
C -1.109 -1.826 -2.076
C -1.298 -2.970 -2.849
C 2.031 -2.759 -0.165
C 2.684 -1.371 -0.078
N 3.712 -1.172 -1.049
Pt -0.011 0.079 0.081
C -1.943 -0.594 -2.309
P -0.800 0.819 -2.007
H 1.359 -4.791 -1.731
H -2.109 -2.987 -3.597
H -0.543 -4.930 -3.349
H -2.744 -0.477 -1.566
H -2.389 -0.554 -3.310
H 1.770 -3.040 0.873
H 2.776 -3.516 -0.498
H 1.893 -0.560 -0.168
C -1.786 2.338 -2.206
C 0.232 0.774 -3.531
H 3.179 -1.264 0.894
C 3.322 -1.108 -2.445
C 4.714 -0.174 -0.681
H -0.547 1.748 0.938
H 4.231 -1.045 -3.066
H 2.729 -1.978 -2.734
H 2.744 -0.190 -2.644
H 5.543 -0.184 -1.400
H 4.268 0.833 -0.681
H 5.088 -0.393 0.325
H -0.371 0.924 -4.444
H 0.978 1.578 -3.482
H 0.755 -0.183 -3.641
H -2.303 2.363 -3.182
H -2.520 2.388 -1.389
H -1.097 3.195 -2.140
H 1.111 1.287 0.229
C -3.053 3.651 3.708
Si -2.192 2.056 4.192
C -0.880 2.454 5.452
C -3.423 0.857 4.914
C -1.517 1.055 2.752
C -0.928 0.844 1.607
H -3.528 4.111 4.582
H -3.829 3.461 2.963
H -2.355 4.377 3.284
H -1.317 2.905 6.348
H -0.339 1.552 5.766
H -0.131 3.166 5.066
H -4.190 0.625 4.170
H -2.917 -0.073 5.185
H -3.895 1.287 5.801
*
```

Summary:
- Highest occupied orbital energy (spin up / spin down): -5.91 / -7.35 eV
- <S²>: 2.042
- Lowest unoccupied orbital energy (spin up / spin down): -0.041 / -0.778 eV
- Energy: -1509.78807 hartree

# C18H32O18S2

A 6-piece molecular cluster, C18H32O18S2 overall (wB97M-V/def2-TZVPD, the Open Molecules 2025 dataset).

The geometry in ORCA input format:
```
! RIJCOSX wB97M-V def2-TZVPD def2/J DEFGRID3
* xyz 0 1
C 0.101 0.728 -0.047
C 1.586 0.683 0.211
O 2.158 0.237 -1.086
S 3.750 -0.192 -0.832
C 3.729 -1.701 0.190
O 4.170 -0.462 -2.096
O 4.350 0.880 -0.148
H -0.552 1.274 0.885
H -0.132 -0.503 -0.229
H -0.139 1.128 -1.017
H 2.083 1.739 0.356
H 1.888 -0.124 0.975
H 2.795 -2.323 -0.138
H 4.039 -1.368 1.306
H 4.635 -2.055 -0.127
C -4.920 -0.584 6.224
C -4.769 0.317 5.036
O -3.497 0.719 4.932
S -3.097 1.677 3.590
C -1.779 2.701 4.154
O -2.651 0.776 2.517
O -4.161 2.651 3.465
H -4.348 -1.400 6.172
H -5.953 -0.884 6.373
H -4.682 -0.394 7.179
H -4.916 -0.247 4.209
H -5.601 1.115 5.102
H -2.087 3.292 4.833
H -1.588 3.269 3.203
H -0.943 2.088 4.580
O 2.671 1.004 3.862
C 1.904 0.088 3.643
O 2.294 -1.086 3.278
C 1.136 -1.861 2.914
C -0.037 -1.054 3.531
O 0.605 0.218 3.580
H 1.265 -2.070 1.830
H 1.235 -2.957 3.100
H -0.170 -1.360 4.445
H -0.927 -0.968 2.766
O 0.801 3.342 -2.195
C 1.886 3.094 -2.658
O 2.151 3.021 -3.941
C 3.530 2.782 -4.133
C 4.102 2.908 -2.785
O 3.053 3.135 -1.971
H 3.548 1.828 -4.514
H 3.988 3.525 -4.829
H 4.491 3.949 -2.879
H 5.055 2.216 -2.741
O -1.045 -1.940 -6.785
C -0.834 -1.074 -5.907
O 0.275 -1.100 -5.118
C 0.230 0.003 -4.461
C -1.228 0.535 -4.483
O -1.624 -0.010 -5.623
H 0.735 -0.423 -3.441
H 0.698 0.992 -4.620
H -1.462 1.460 -4.587
H -1.723 0.119 -3.591
O 0.562 -3.191 -0.445
C -0.467 -3.072 -1.247
O -1.729 -2.935 -0.849
C -2.527 -2.941 -1.935
C -1.598 -3.453 -3.002
O -0.350 -3.253 -2.532
H -3.488 -3.516 -1.883
H -2.775 -1.946 -2.309
H -1.824 -2.783 -3.831
H -1.874 -4.233 -3.438
*
```

Summary:
- Highest occupied orbital energy: -10.41 eV
- Lowest unoccupied orbital energy: 0.325 eV
- Energy: -2855.40079 hartree

# C18H32O2

A single C18H32O2 molecule (wB97M-V/def2-TZVPD, the Open Molecules 2025 dataset).

The geometry in ORCA input format:
```
! RIJCOSX wB97M-V def2-TZVPD def2/J DEFGRID3
* xyz 0 1
C 2.591 -1.630 3.607
C 1.669 -1.982 2.445
C 2.359 -2.889 1.423
C 1.603 -2.981 0.097
C 0.262 -3.717 0.211
C -0.418 -3.718 -1.121
C -1.390 -2.895 -1.519
C -2.049 -1.881 -0.729
C -3.002 -1.091 -1.222
C -3.761 -0.060 -0.453
C -3.517 1.359 -0.987
C -2.210 1.954 -0.467
C -1.902 3.292 -1.140
C -0.872 4.137 -0.386
C 0.444 3.422 -0.083
C 1.199 2.985 -1.335
C 2.497 2.264 -0.977
C 2.234 0.933 -0.321
O 1.194 0.330 -0.346
O 3.317 0.461 0.307
H 2.925 -2.533 4.114
H 2.072 -1.005 4.330
H 3.471 -1.091 3.260
H 1.329 -1.067 1.953
H 0.783 -2.484 2.837
H 3.368 -2.508 1.226
H 2.477 -3.889 1.848
H 2.227 -3.500 -0.635
H 1.403 -1.978 -0.284
H 0.440 -4.746 0.535
H -0.359 -3.226 0.957
H -0.018 -4.430 -1.833
H -1.756 -2.986 -2.535
H -1.754 -1.775 0.305
H -3.283 -1.183 -2.264
H -3.492 -0.102 0.604
H -4.828 -0.287 -0.540
H -4.345 2.006 -0.687
H -3.498 1.333 -2.079
H -2.298 2.104 0.612
H -1.397 1.247 -0.642
H -2.825 3.875 -1.206
H -1.561 3.114 -2.161
H -1.311 4.455 0.563
H -0.665 5.038 -0.970
H 0.241 2.546 0.533
H 1.079 4.098 0.498
H 1.427 3.856 -1.952
H 0.579 2.302 -1.915
H 3.085 2.064 -1.877
H 3.117 2.861 -0.306
H 3.123 -0.403 0.710
*
```

Summary:
- Highest occupied orbital energy: -8.07 eV
- Lowest unoccupied orbital energy: 0.910 eV
- Energy: -855.54511 hartree

Question: Which of these has the highest energy?
Answer: C18H32O2